No. 1
DFT (the ωB97M-V functional and the def2-TZVPD basis) results for C21H25BeN8O5 as an isolated structure.

Geometry as ORCA input:
```
! RIJCOSX wB97M-V def2-TZVPD def2/J DEFGRID3
* xyz 1 1
Be 0.855 0.943 0.444
N 3.444 3.516 -0.707
C 3.933 2.490 -1.553
C 3.150 1.440 -1.306
N 2.235 1.753 -0.323
C 2.424 3.018 0.005
C 1.502 3.644 0.863
N 0.728 2.838 1.502
C -0.085 3.708 2.225
C 0.234 4.981 1.982
N 1.319 4.933 1.138
H 3.817 4.457 -0.662
H 4.709 2.694 -2.248
H 3.222 0.412 -1.683
H -0.858 3.283 2.870
H -0.073 5.921 2.403
H 1.749 5.767 0.770
O -6.345 -0.232 2.302
C -5.918 0.957 1.660
N -4.594 0.911 1.080
C -4.395 0.993 -0.304
O -5.278 0.984 -1.115
C -2.964 1.033 -0.773
C -2.786 0.885 -2.131
C -1.462 0.959 -2.655
C -0.422 1.116 -1.757
N -0.616 1.194 -0.429
C -1.842 1.219 0.040
H -6.381 -0.939 1.651
H -6.003 1.669 2.488
H -6.576 1.247 0.838
H -3.801 0.665 1.589
H -3.672 0.817 -2.780
H -1.258 0.754 -3.716
H 0.584 1.173 -2.136
H -1.938 1.362 1.095
C 3.927 -3.356 0.629
C 2.903 -4.070 -0.231
C 1.505 -3.322 -0.253
C 0.515 -3.908 -1.290
C -0.828 -3.197 -1.319
C 0.891 -3.447 1.119
O 0.881 -4.433 1.804
N 0.486 -2.244 1.719
C 0.675 -1.075 1.161
O 0.356 -0.001 1.723
N 1.273 -0.857 -0.024
C 1.770 -1.842 -0.756
O 2.352 -1.694 -1.823
H 4.914 -3.839 0.612
H 3.597 -3.287 1.679
H 4.094 -2.379 0.230
H 2.712 -5.046 0.110
H 3.291 -4.144 -1.250
H 0.351 -4.944 -0.963
H 0.953 -3.949 -2.293
H -1.419 -3.467 -0.424
H -1.341 -3.604 -2.119
H -0.663 -2.124 -1.412
H 0.167 -2.336 2.704
*
```

The frontier orbital gap is 0.3360 Eh. The energy above the lowest of the compared OMol25 structures with the same formula, charge and spin is 113.6 kJ/mol. The calculation puts the HOMO energy at -0.44436 Ha. As for the total energy: -44742.9004 eV.

No. 2
DFT (the ωB97M-V functional and the def2-TZVPD basis) results for a 2-piece molecular cluster, C4H14NOS2 overall.

Geometry as ORCA input:
```
! RIJCOSX wB97M-V def2-TZVPD def2/J DEFGRID3
* xyz 1 1
N -3.018 0.104 0.199
C -1.835 -0.307 1.121
C -0.898 0.850 1.380
S 0.221 1.483 0.124
S 1.525 0.158 -0.672
C 2.534 -0.738 0.626
C 2.608 -2.227 0.170
H -2.832 -0.258 -0.784
H -3.941 -0.124 0.619
H -3.152 1.117 0.134
H -1.313 -1.109 0.569
H -2.383 -0.638 2.021
H -0.264 0.651 2.287
H -1.524 1.727 1.465
H 3.545 -0.288 0.745
H 2.185 -0.512 1.628
H 3.615 -2.616 0.349
H 2.492 -2.309 -0.913
H 1.972 -2.824 0.842
H -1.618 -1.382 -2.438
H -2.144 -0.122 -3.028
O -2.158 -0.616 -2.198
*
```

The frontier orbital gap is 0.3088 Eh. The energy above the lowest of the compared OMol25 structures with the same formula, charge and spin is 101.9 kJ/mol. The calculation puts the HOMO energy at -0.42737 Ha. As for the total energy: -29576.3151 eV.

No. 3
DFT (the ωB97M-V functional and the def2-TZVPD basis) results for C43H47Cl2N6NaO14S3 as an isolated structure.

Geometry as ORCA input:
```
! RIJCOSX wB97M-V def2-TZVPD def2/J DEFGRID3
* xyz -2 1
Na -0.366 0.570 -0.260
C -2.146 -2.419 -1.496
C -3.471 -1.767 -1.910
C -3.493 -1.592 -3.428
C -3.643 -0.473 -1.146
C -3.359 0.767 -1.704
C -3.514 1.932 -0.963
C -3.913 1.888 0.366
C -4.014 3.146 1.185
C -4.214 0.647 0.924
C -4.083 -0.511 0.178
H -1.977 -3.327 -2.072
H -2.150 -2.669 -0.432
H -1.319 -1.734 -1.689
H -4.292 -2.435 -1.625
H -2.592 -1.074 -3.760
H -4.370 -1.027 -3.751
H -3.516 -2.570 -3.913
H -3.018 0.849 -2.728
H -3.315 2.881 -1.439
H -5.023 3.276 1.581
H -3.756 4.017 0.580
H -3.325 3.096 2.030
H -4.557 0.582 1.950
H -4.330 -1.464 0.635
O 2.749 1.007 -0.802
O 2.212 0.572 -2.049
C 3.484 -1.290 2.002
S 2.439 0.201 2.036
C 2.729 0.582 3.800
O 1.043 -0.283 1.990
H 4.498 -1.006 2.285
H 3.464 -1.638 0.971
H 3.076 -2.040 2.674
H 3.800 0.708 3.964
H 2.326 -0.218 4.416
H 2.210 1.519 4.002
O -1.451 3.934 -2.418
C -0.684 3.538 -1.535
O -0.561 2.395 -1.026
C 0.249 4.607 -0.955
C 0.617 5.678 -1.700
C 1.493 6.656 -1.178
C 1.864 6.625 0.172
C 1.426 5.616 0.972
C 0.684 4.444 0.447
N 1.677 5.659 2.371
O 1.231 4.752 3.062
O 2.308 6.600 2.840
N 1.979 7.697 -2.012
O 1.648 7.709 -3.191
O 2.721 8.546 -1.522
H 0.246 5.783 -2.709
H 2.462 7.422 0.588
H -0.163 4.192 1.094
C 4.879 2.350 0.524
N 4.063 2.966 -0.495
C 4.668 3.051 -1.820
C 3.475 3.335 -2.738
N 2.313 3.125 -1.874
C 2.725 2.472 -0.701
S 1.667 2.861 0.783
H 5.044 1.278 0.351
H 4.393 2.487 1.489
H 5.842 2.862 0.539
H 5.158 2.106 -2.097
H 5.410 3.852 -1.826
H 3.472 2.661 -3.596
H 3.462 4.370 -3.090
H 1.533 2.663 -2.323
N -1.167 1.471 2.692
C -1.957 0.554 3.391
C -2.772 0.963 4.450
C -3.582 0.050 5.109
C -3.594 -1.275 4.709
C -2.787 -1.699 3.668
C -1.983 -0.789 3.001
S -4.567 -2.453 5.664
O -4.561 -3.687 4.885
O -3.820 -2.544 6.919
O -5.882 -1.842 5.810
H -0.971 2.330 3.182
H -0.338 1.061 2.280
H -2.761 2.006 4.752
H -4.215 0.351 5.933
H -2.810 -2.745 3.390
H -1.354 -1.098 2.174
Cl -1.837 -6.033 -1.866
C -0.832 -6.054 -0.457
C -1.292 -6.808 0.612
C -0.626 -6.806 1.821
C 0.515 -6.035 1.966
C 0.982 -5.307 0.891
Cl 2.429 -4.380 1.091
C 0.344 -5.289 -0.367
N 0.882 -4.458 -1.349
C 1.147 -4.660 -2.684
C 0.857 -5.836 -3.371
C 0.943 -5.893 -4.753
C 1.343 -4.768 -5.485
C 1.793 -3.659 -4.821
C 1.818 -3.595 -3.395
C 2.564 -2.611 -2.774
C 1.086 -0.337 -1.956
O 0.546 -0.433 -3.047
O 0.863 -0.882 -0.861
H -2.208 -7.370 0.496
H -1.003 -7.378 2.655
H 1.039 -5.991 2.910
H 1.166 -3.550 -1.001
H 0.535 -6.710 -2.826
H 0.668 -6.804 -5.268
H 1.327 -4.793 -6.567
H 2.175 -2.800 -5.359
H 3.048 -1.849 -3.365
H 2.723 -2.560 -1.707
*
```

The frontier orbital gap (alpha / beta) is 0.2081 / 0.1524 Eh. The energy above the lowest of the compared OMol25 structures with the same formula, charge and spin is 137.5 kJ/mol. The calculation puts the HOMO energy (alpha / beta) at -0.11662 / -0.11330 Ha. As for the total energy: -144922.0906 eV.

No. 4
DFT (the ωB97M-V functional and the def2-TZVPD basis) results for a 7-piece molecular cluster, C8H30N6O7 overall.

Geometry as ORCA input:
```
! RIJCOSX wB97M-V def2-TZVPD def2/J DEFGRID3
* xyz 0 1
C -1.076 3.600 -0.521
C -0.803 2.873 -1.804
O -1.878 2.065 -2.248
H -0.169 4.052 -0.278
H -1.428 3.006 0.299
H -1.776 4.411 -0.515
H 0.196 2.364 -1.688
H -0.578 3.610 -2.551
H -2.386 2.668 -2.832
C -0.776 -3.418 2.344
O 0.590 -3.371 1.980
N -1.614 -2.479 2.225
N -1.385 -4.480 2.662
H -1.240 -1.572 2.091
H -2.532 -2.560 2.710
H -0.741 -5.323 2.697
H -2.363 -4.584 2.958
C 3.208 -1.348 0.279
O 3.806 -1.096 1.474
N 3.763 -1.094 -0.817
N 2.253 -2.162 0.103
H 4.721 -0.653 -0.960
H 3.368 -1.443 -1.690
H 1.707 -2.547 0.908
H 1.550 -2.045 -0.667
C -3.592 0.231 0.643
O -3.814 0.086 1.956
N -4.542 -0.085 -0.236
N -2.446 0.614 0.121
H -5.453 -0.337 0.220
H -4.526 -0.063 -1.234
H -1.588 0.572 0.742
H -2.398 0.854 -0.881
C 3.591 2.154 -0.309
O 2.898 1.419 -1.380
H 3.930 1.461 0.463
H 3.010 2.942 0.175
H 4.430 2.697 -0.725
H 3.010 0.489 -1.168
C 0.099 -0.802 -2.321
O -0.164 -1.617 -1.171
H -0.042 -1.274 -3.267
H 1.222 -0.673 -2.222
H -0.457 0.137 -2.287
H -1.133 -1.706 -1.082
C 0.604 1.073 1.249
O 0.091 -0.150 1.545
H 0.530 1.189 0.187
H 1.607 1.341 1.620
H -0.051 1.817 1.677
H 0.758 -0.826 1.520
*
```

The frontier orbital gap is 0.3300 Eh. The energy above the lowest of the compared OMol25 structures with the same formula, charge and spin is 346.2 kJ/mol. The calculation puts the HOMO energy at -0.32414 Ha. Its SMILES is NC(N)=O.NC(N)=O.NC(N)=O.CCO.CO.CO.CO. As for the total energy: -32053.1956 eV.

No. 5
DFT (the ωB97M-V functional and the def2-TZVPD basis) results for one molecule with the formula C19H23N3O4S.

Geometry as ORCA input:
```
! RIJCOSX wB97M-V def2-TZVPD def2/J DEFGRID3
* xyz 0 1
C -3.992 0.904 -1.319
H -3.521 0.224 -2.025
H -4.973 0.510 -1.068
H -4.122 1.871 -1.797
C -3.135 1.054 -0.059
N -2.812 -0.199 0.581
C -1.686 -0.907 0.245
C -0.898 -0.558 -0.861
C 0.289 -1.201 -1.166
C 0.715 -2.260 -0.360
C -0.077 -2.658 0.709
C -1.251 -2.003 1.008
H -1.816 -2.341 1.860
H 0.267 -3.474 1.323
N 1.961 -2.900 -0.543
S 3.119 -2.554 0.618
O 2.683 -3.058 1.880
O 4.372 -2.996 0.081
C 3.073 -0.759 0.640
C 3.979 -0.059 -0.138
C 3.854 1.311 -0.321
C 2.765 1.925 0.275
C 1.858 1.199 1.064
C 1.999 -0.154 1.276
H 1.325 -0.722 1.892
O 0.882 2.041 1.509
C 1.144 3.283 1.015
O 0.468 4.254 1.201
N 2.303 3.219 0.267
C 2.886 4.353 -0.394
H 2.251 5.213 -0.186
H 2.932 4.184 -1.471
H 3.891 4.540 -0.013
H 4.560 1.867 -0.915
H 4.785 -0.612 -0.594
H 2.358 -2.798 -1.464
C 1.095 -0.770 -2.358
H 2.110 -0.496 -2.065
H 0.634 0.089 -2.839
H 1.157 -1.576 -3.091
H -1.206 0.244 -1.513
C -3.799 -0.755 1.482
C -4.539 -1.957 0.891
H -5.077 -1.670 -0.009
H -3.839 -2.747 0.631
H -5.252 -2.345 1.614
H -3.322 -1.043 2.425
H -4.520 0.031 1.712
H -3.671 1.675 0.665
H -2.205 1.578 -0.296
*
```

The frontier orbital gap is 0.2928 Eh. The energy above the lowest of the compared OMol25 structures with the same formula, charge and spin is 176.9 kJ/mol. The calculation puts the HOMO energy at -0.27647 Ha. Its SMILES is CCN(CC)c1ccc(NS(=O)(=O)c2ccc3c(c2)oc(=O)n3C)c(C)c1. As for the total energy: -43572.4929 eV.

No. 6
DFT (the ωB97M-V functional and the def2-TZVPD basis) results for C2H6FNa2OS as an isolated structure.

Geometry as ORCA input:
```
! RIJCOSX wB97M-V def2-TZVPD def2/J DEFGRID3
* xyz 2 2
Na -0.920 -1.877 1.862
Na -3.018 0.774 4.928
F -2.493 -0.301 2.754
C 1.672 -0.020 -1.924
S -0.052 -0.466 -1.480
O 0.071 -1.856 -0.791
C -0.231 0.702 -0.022
H 1.842 -0.251 -2.976
H 2.280 -0.562 -1.199
H 1.830 1.052 -1.803
H 0.357 0.443 0.859
H -1.299 0.653 0.191
H -0.039 1.707 -0.398
*
```

The expectation value of S² is 0.7569. The frontier orbital gap (alpha / beta) is 0.3484 / 0.1793 Eh. The calculation puts the HOMO energy (alpha / beta) at -0.62105 / -0.62099 Ha. As for the total energy: -26587.7947 eV.